Molecular formula: C5H4O4S2
Method: DFT, ωB97M-V/def2-TZVPD

As for the SMILES: O=C([O-])[C@@H]1SC=CC1=[S@@H](=O)[O-]. For the molar mass, the calculation gives 192.2 g mol⁻¹. As for the spin multiplicity: 1. The total charge is -2. The HOMO-LUMO gap comes out at 5.03 eV.

Structure (XYZ):
```
15
C5H4O4S2 | OMol25 | ωB97M-V/def2-TZVPD
O 1.4609 -1.5946 2.1849
C 0.4722 -0.8725 2.3129
O 0.1312 -0.3821 3.3895
C -0.2986 -0.3021 0.9704
S -0.9499 -1.8459 0.0969
C 0.2619 -1.6147 -1.0912
C 0.8872 -0.4359 -1.0908
C 0.4164 0.5173 -0.0849
S -0.4542 1.8310 -0.8700
O -0.6263 3.0393 0.0328
O 0.1747 2.1254 -2.1484
H -1.2501 0.2698 1.2247
H 0.2719 -2.2646 -1.9067
H 1.4557 -0.0583 -1.9266
H -1.9529 1.5877 -1.0934
```